Computed, not measured: 2 unconnected molecules or ions with the total composition C5H15N, with wB97M-V/def2-TZVPD.

```
21
Properties=species:S:1:pos:R:3:forces:R:3:lowdin_spin:R:1
H -2.874364 1.973321 -0.508433 -0.2 0.0 0.2 0.000
H 1.926003 -1.894346 -0.544097 0.4 0.2 -0.6 0.008
C -2.396143 -0.735260 1.653938 0.3 0.6 0.4 0.000
C 2.283210 -1.017629 -0.004812 0.9 -1.5 1.0 0.087
H -1.315077 -0.638454 1.779900 0.2 -0.1 -0.1 0.000
H 3.935269 0.770331 -2.409584 0.2 0.0 0.3 0.015
C -2.291768 1.394718 0.210079 -0.1 -0.7 -0.8 0.000
C 3.034817 0.403927 -1.913867 0.3 -0.8 -1.0 0.091
H 2.797970 -1.369508 0.894897 -0.4 -0.1 0.1 0.009
H -2.264668 1.918371 1.160801 0.3 0.1 0.0 0.000
H -2.538279 -0.695623 -0.429746 -0.1 0.4 -0.4 0.000
H 2.569399 -0.345925 -2.552153 -0.2 0.2 0.0 0.002
H -3.928375 -0.017836 0.377619 -0.2 0.1 -0.1 0.000
H 1.369925 -0.505135 0.331787 0.3 0.7 -0.2 0.049
H -2.632894 -1.797089 1.670497 -0.1 0.0 -0.1 0.000
H -2.814436 -0.281047 2.557759 -0.1 0.0 -0.1 0.000
N 3.283637 -0.195237 -0.637116 -2.4 1.6 0.2 0.675
H 3.640838 0.478287 0.036064 0.9 -0.2 0.1 0.013
H -1.320151 1.300973 -0.286991 0.3 0.3 0.5 0.000
H 2.377246 1.276108 -1.760634 0.0 -0.1 0.1 0.051
C -2.842160 -0.022950 0.374093 -0.3 -0.6 0.5 0.000
```
Positions in Å, forces in eV/Å.

Computed properties:
- HOMO (alpha / beta): -13.9 / -13.9 eV
- Energy above the lowest of the compared OMol25 structures with the same formula, charge and spin: 7.38 kcal/mol
- Charge: +1
- ⟨S²⟩: 0.7541
- Multiplicity: 2